No. 1
Computed, not measured: C48H50N3O as an isolated structure at a distorted geometry, with ωB97M-V/def2-TZVPD.

```
102
Properties=species:S:1:pos:R:3:forces:R:3:mulliken_charge:R:1
C 7.1952 -2.4439 1.8218 0.21 0.02 -0.10 -1.682
C 5.7655 -2.2104 2.2300 -0.20 -0.19 0.08 0.407
C 4.8842 -3.2964 2.3052 -0.09 0.38 0.17 -1.029
C 3.5398 -3.1115 2.6388 0.44 0.19 -0.33 0.724
C 2.6533 -4.2924 2.8660 -0.21 -0.49 -0.20 -1.478
C 3.0818 -1.7926 2.7792 0.72 0.10 -0.47 0.302
N 1.6749 -1.5337 2.6706 -1.57 0.30 0.08 1.281
C 0.8500 -1.8705 1.6408 0.13 -0.77 1.93 -0.204
C 1.2243 -2.2407 0.2595 0.74 -0.93 -3.52 -0.286
C 0.9345 -1.0717 -0.7627 2.56 -2.53 1.05 2.196
C 0.8773 -1.5220 -2.2410 -0.01 0.21 0.20 -1.925
C 2.0476 -0.1192 -0.5126 0.62 0.40 0.10 0.179
C 1.9414 1.1640 0.0311 0.15 -0.34 -0.14 0.182
C 3.0968 1.9421 0.1813 -0.05 -0.17 0.04 -1.061
C 4.3398 1.4361 -0.2116 -0.09 0.33 -0.10 -0.501
C 4.4437 0.1565 -0.7665 -0.14 -0.08 0.19 -0.788
C 3.2986 -0.6190 -0.8903 0.48 0.41 0.06 -0.394
O 1.6644 -3.3480 -0.0575 -0.89 1.64 0.98 -0.677
N -0.4358 -1.7982 2.0676 1.20 0.90 0.41 1.045
C -1.5357 -2.5340 1.5055 -1.21 -0.05 -0.86 0.164
C -1.8755 -2.3005 0.1640 -0.67 0.04 0.50 0.663
C -1.4600 -1.0427 -0.4186 -2.32 0.02 -0.48 -0.466
C -2.9455 -2.9892 -0.4346 0.51 0.12 0.40 -1.702
C -3.7741 -3.7827 0.3422 0.27 0.07 -0.35 0.626
C -5.0015 -4.3432 -0.3199 -0.16 -0.24 0.07 -1.490
C -3.4551 -3.9602 1.6917 0.13 0.25 -0.15 -1.113
C -2.3510 -3.3408 2.2985 0.02 -0.11 -0.43 1.075
C -2.0982 -3.5370 3.7522 -0.21 -0.44 0.49 -1.643
C -0.4060 -1.1494 3.3084 -0.70 -0.52 -0.36 -1.597
C 0.8666 -1.0235 3.6851 0.81 -0.30 -0.13 -0.745
C 3.9624 -0.7155 2.9158 0.28 -0.51 -0.57 0.990
C 3.5002 0.6328 3.3442 0.04 0.66 -0.10 -1.847
C 5.3043 -0.9438 2.5885 -0.23 -0.19 0.17 -0.785
H 7.7580 -1.5013 1.8120 -0.10 -0.30 -0.01 0.359
H 7.6958 -3.1447 2.5100 -0.18 0.28 -0.22 0.397
H 7.2425 -2.8899 0.8157 -0.01 0.16 0.30 0.349
H 5.2536 -4.2996 2.0713 -0.17 0.28 0.26 0.478
H 2.0385 -4.1733 3.7694 0.09 0.04 -0.25 0.243
H 2.0086 -4.4645 1.9966 -0.01 -0.08 0.21 0.240
H 3.2756 -5.1879 3.0082 -0.26 0.28 -0.07 0.541
H 1.3329 -0.7722 -2.9021 -0.10 -0.03 0.35 0.448
H 1.3753 -2.4740 -2.4861 -0.17 0.24 0.49 0.403
H -0.1624 -1.6015 -2.5437 -0.11 -0.21 -0.16 0.353
H 0.9522 1.5260 0.3166 0.36 0.15 0.04 0.503
H 3.0170 2.9363 0.6297 0.09 -0.30 -0.23 0.501
H 5.2274 2.0665 -0.1120 -0.27 -0.25 0.01 0.459
H 5.4063 -0.2588 -1.0715 -0.22 0.24 0.13 0.478
H 3.3417 -1.6426 -1.2608 0.18 0.26 -0.03 0.400
H -1.6641 -1.0447 -1.4825 0.07 0.37 0.02 0.916
H -1.9988 -0.2357 0.0885 0.33 0.14 0.17 0.467
H -0.1713 -0.7645 -0.3336 0.29 0.08 -0.54 -1.685
H -3.2107 -2.7743 -1.4780 0.18 -0.02 0.46 0.481
H -5.6780 -4.7793 0.4147 -0.04 -0.04 -0.10 0.372
H -5.5462 -3.5647 -0.8749 0.20 -0.18 0.24 0.312
H -4.7242 -5.1155 -1.0476 -0.08 0.07 0.17 0.335
H -4.1017 -4.5903 2.2900 0.04 0.04 0.12 0.400
H -2.7630 -4.3312 4.0904 0.13 0.01 0.22 0.427
H -1.0685 -3.8408 3.9565 -0.04 0.06 0.02 0.237
H -2.3230 -2.6485 4.3511 0.01 -0.19 -0.10 0.384
H -1.2951 -0.8444 3.8197 -0.17 -0.13 0.03 0.998
H 1.2885 -0.6726 4.6025 0.07 0.15 0.14 0.698
H 4.3360 1.3293 3.2494 -0.16 0.04 0.06 0.380
H 2.6932 1.0041 2.7076 0.00 -0.02 0.11 0.406
H 3.1629 0.6653 4.3900 0.13 -0.13 -0.24 0.333
H 5.9875 -0.0980 2.5641 -0.06 -0.12 0.16 0.279
C -2.2784 3.0406 1.3978 -0.24 -0.31 0.33 -1.348
C -1.5772 3.6570 0.2471 0.65 -1.32 -2.08 0.103
N -1.5991 4.9865 -0.0029 0.48 0.94 -0.16 0.146
C -2.3992 5.9464 0.7491 0.05 -0.14 0.06 -0.969
C -0.9193 5.2751 -1.1996 -0.39 -0.87 -0.07 0.041
C -0.4411 4.0509 -1.7230 -1.40 0.18 0.31 0.473
C 0.1807 3.9883 -2.9696 0.25 0.58 -0.37 -0.385
C 0.1462 5.1298 -3.7742 0.22 -0.54 0.47 -0.563
C -0.4558 6.3099 -3.3049 -0.19 0.22 0.68 -0.786
C -0.9465 6.4140 -1.9902 0.19 0.31 -0.48 -0.781
C -1.0050 3.0051 -0.9042 1.35 2.31 1.11 0.659
C -1.2246 1.6700 -1.3193 -2.01 0.03 0.84 1.350
C -2.2774 1.4403 -2.2822 -0.52 -0.45 -0.10 0.833
C -2.3925 2.2175 -3.4656 0.50 0.31 -0.19 -0.976
C -3.0174 1.7176 -4.5834 -0.60 0.01 0.41 -0.852
C -3.9299 0.6568 -4.4740 0.51 -0.62 0.26 1.100
C -4.5674 0.1082 -5.7058 -0.16 0.08 -0.42 -1.450
C -4.1662 0.1247 -3.2023 0.03 0.27 0.30 -0.677
C -3.3511 0.5007 -2.1287 0.35 -0.62 0.06 -0.057
H -1.9179 2.0072 1.5132 -0.18 0.30 0.02 -0.001
H -2.0846 3.5799 2.3402 -0.04 -0.18 -0.37 0.494
H -3.3746 3.0013 1.2513 0.41 0.05 0.05 0.337
H -2.1901 6.9484 0.3586 -0.15 -0.30 0.25 0.363
H -3.4771 5.7206 0.6565 0.44 0.16 -0.06 0.324
H -2.1282 5.8993 1.8107 -0.06 0.17 -0.24 0.311
H 0.6372 3.0501 -3.2923 -0.25 0.28 -0.11 0.469
H 0.5826 5.0910 -4.7714 -0.15 0.10 0.22 0.421
H -0.5583 7.1528 -3.9847 0.16 -0.06 0.25 0.386
H -1.3798 7.3281 -1.5809 0.13 -0.10 -0.48 0.268
H -0.8571 0.9337 -0.6234 -0.69 -0.14 -0.32 -1.304
H -1.9778 3.2161 -3.5175 0.63 -0.40 -0.13 0.426
H -2.8389 2.1749 -5.5508 -0.25 0.19 0.12 0.353
H -4.4081 -0.9686 -5.8414 0.03 0.20 0.20 0.325
H -5.6459 0.2827 -5.7314 0.03 -0.01 0.06 0.327
H -4.1279 0.6217 -6.5616 -0.17 -0.14 -0.13 0.352
H -4.9961 -0.5812 -3.0432 0.51 0.33 -0.07 0.437
H -3.5309 0.0906 -1.1297 -0.05 0.13 -0.61 0.540
```
Forces are in eV/Å.

For the largest force on an atom, the calculation gives 3.8 eV/Å. The value obtained for the HOMO energy is -7.984 eV. The LUMO energy comes out at -4.264 eV. Its orbital gap is 3.72 eV. The calculation puts the calculated total energy at -57093.063 eV. Its net charge is +1.



No. 2
Computed, not measured: C48H51AsBr4N4O4SiTi as an isolated structure at a distorted geometry, with ωB97M-V/def2-TZVPD.

```
114
Properties=species:S:1:pos:R:3:forces:R:3:mulliken_charge:R:1
Ti 0.4199 -0.9761 0.8103 -0.64 -0.74 0.29 -1.550
N -0.3853 -3.4456 -2.2157 -0.04 -0.10 -0.03 -0.160
C -1.1703 -4.1641 -1.2152 0.04 -0.04 -0.13 -0.888
C -1.5122 -3.3504 0.0252 -0.18 0.21 -0.08 0.502
O -2.2617 -3.8310 0.8678 0.06 -0.09 0.09 -0.752
O -1.0228 -2.1628 0.0523 -0.21 0.40 0.04 0.090
H -0.3605 -2.4537 -1.9963 0.02 -0.11 0.03 -0.597
H -0.7738 -3.5561 -3.1422 -0.02 0.06 0.04 0.331
H -0.6302 -5.0461 -0.8547 0.00 -0.02 -0.01 0.294
H -2.1341 -4.5185 -1.5979 0.05 -0.03 -0.04 0.409
Br 4.9162 -6.2319 -0.4090 0.00 0.00 -0.01 -0.236
C 3.8406 -4.6787 -0.5676 0.00 -0.02 0.03 0.434
C 3.9769 -3.8403 -1.6637 0.00 0.01 -0.03 0.324
Br 5.2270 -4.2196 -3.0379 -0.02 0.00 0.04 -0.240
C 3.1748 -2.6929 -1.7510 0.05 0.08 -0.05 0.009
Br 3.2819 -1.4868 -3.2035 0.02 -0.02 0.01 -0.092
C 2.2704 -2.3844 -0.7587 -0.09 0.24 -0.22 -0.464
O 1.5137 -1.2908 -0.7489 0.36 -0.23 0.02 1.548
C 2.1203 -3.2361 0.3636 -0.06 -0.15 0.15 -0.522
O 1.2625 -2.8606 1.2544 0.18 0.02 -0.32 0.165
C 2.9112 -4.3811 0.4353 0.03 -0.07 -0.01 0.113
Br 2.6457 -5.4824 1.9500 0.02 0.03 -0.02 -0.216
C 5.5072 -1.9764 2.2096 -0.07 0.01 0.00 -0.526
C 4.6439 -2.1245 3.2940 0.02 0.02 -0.05 -0.705
C 3.3936 -1.5343 3.2826 0.01 -0.04 0.13 -0.318
C 2.9699 -0.7984 2.1778 -0.20 0.11 -0.14 -0.194
C 3.8451 -0.6212 1.1144 0.06 0.03 -0.19 0.204
C 5.1033 -1.2139 1.1248 -0.03 0.00 0.05 -0.640
N 1.6435 -0.2886 2.1199 0.26 0.09 0.81 1.742
N 1.3473 0.4038 3.2937 -0.03 0.00 -0.26 -1.293
C 0.0428 0.5600 3.4911 -0.14 0.11 0.25 0.438
C -0.3761 1.6699 4.3009 -0.01 -0.02 -0.02 -0.531
C -1.6809 2.0545 4.3410 -0.09 -0.02 0.03 -0.319
C -2.6809 1.3416 3.6274 0.08 0.04 0.01 -1.221
C -2.3277 0.1685 3.0085 0.03 -0.16 0.01 -0.356
C -0.9978 -0.3076 2.9887 0.25 0.14 -0.16 1.291
H 6.4731 -2.4659 2.2067 0.02 0.00 0.01 0.361
H 4.9398 -2.7256 4.1459 0.02 -0.01 0.00 0.363
H 2.7126 -1.6450 4.1168 0.00 -0.02 -0.02 0.401
H 3.5219 -0.0443 0.2542 0.00 -0.04 0.03 -0.201
H 5.7541 -1.0914 0.2670 0.01 0.00 0.00 0.387
H 0.3962 2.2358 4.8091 0.01 0.00 0.00 0.348
H -1.9558 2.9390 4.9077 -0.01 0.00 -0.01 0.286
H -3.7059 1.6914 3.6126 -0.01 0.01 0.01 0.348
H -3.0962 -0.4613 2.5671 0.01 -0.01 -0.02 0.553
C -0.6140 7.1896 -2.8641 -0.02 -0.01 -0.02 -1.651
C -0.4245 5.7107 -2.6523 -0.02 0.01 0.01 0.817
C -1.4995 4.8761 -2.3890 -0.03 0.05 0.01 -1.007
C -1.3395 3.5160 -2.1458 0.01 0.01 -0.02 1.340
C -2.5764 2.7165 -1.8524 0.00 0.00 -0.02 -1.476
C -0.0587 2.9438 -2.1733 0.13 0.05 0.13 1.018
As 0.3682 1.0055 -1.8625 -0.31 -0.02 0.14 0.319
N -0.2367 0.7218 -0.0791 0.43 0.43 -0.35 0.790
C 0.0060 1.9502 0.6269 -0.05 -0.21 -0.29 1.106
C 1.3023 2.4449 0.8013 0.03 0.05 0.03 0.675
C 1.5237 3.6770 1.3912 -0.07 0.00 0.03 -1.236
C 0.4533 4.4484 1.8325 0.04 -0.06 -0.03 -1.063
C -0.8350 3.9569 1.6847 0.02 -0.03 -0.05 -1.329
C -1.0540 2.7236 1.0895 -0.17 -0.01 0.05 -0.490
C -0.9720 0.3097 -3.1886 -0.01 0.04 0.13 0.215
C -0.5025 0.4773 -4.5080 0.01 -0.03 -0.08 0.323
C 0.8097 1.1545 -4.8264 -0.03 0.03 -0.03 -1.559
C -1.2562 0.0251 -5.5849 0.01 -0.04 -0.02 -1.047
C -2.4743 -0.6147 -5.4092 0.03 0.02 -0.01 0.755
C -3.2687 -1.1266 -6.5822 0.00 0.01 0.01 -1.558
C -2.9252 -0.7758 -4.1125 -0.01 -0.07 0.04 -1.310
C -2.2068 -0.3307 -3.0010 0.01 0.08 0.01 1.914
C -2.8822 -0.5380 -1.6693 0.04 0.07 0.09 -1.313
C 1.0379 3.7864 -2.4339 0.02 -0.05 0.01 0.943
C 2.4789 3.3208 -2.4610 -0.02 0.02 0.01 -2.344
C 0.8371 5.1446 -2.6732 0.00 -0.05 0.00 -1.048
H -1.6635 7.4306 -3.0369 -0.01 0.00 -0.01 0.362
H -0.0379 7.5436 -3.7211 0.01 0.01 -0.01 0.378
H -0.2833 7.7571 -1.9912 0.01 -0.01 0.02 0.282
H -2.5003 5.2967 -2.3480 -0.01 0.01 0.00 0.331
H -3.3501 3.3647 -1.4372 -0.02 0.00 0.00 0.481
H -2.3744 1.9261 -1.1369 0.02 -0.04 0.00 -0.277
H -2.9659 2.2527 -2.7615 0.00 -0.01 -0.01 0.390
H 2.1405 1.8365 0.4830 -0.02 0.00 0.01 -0.083
H 2.5405 4.0281 1.5231 0.01 0.02 0.00 0.458
H 0.6251 5.4085 2.3039 0.01 0.02 0.00 0.329
H -1.6823 4.5298 2.0434 -0.01 0.01 0.02 0.453
H -2.0605 2.3365 0.9928 0.05 0.01 0.01 0.662
H 1.6345 0.7085 -4.2700 0.02 -0.02 0.02 0.044
H 0.7861 2.2182 -4.5754 -0.02 -0.04 -0.01 0.149
H 1.0256 1.0638 -5.8914 0.00 0.00 -0.02 0.485
H -0.8702 0.1719 -6.5893 0.00 0.00 -0.01 0.249
H -2.8818 -0.7302 -7.5215 0.01 0.01 -0.01 0.352
H -4.3194 -0.8418 -6.5015 -0.01 0.00 0.00 0.361
H -3.2310 -2.2168 -6.6419 0.01 -0.01 0.01 0.290
H -3.8803 -1.2650 -3.9368 -0.01 0.00 0.00 0.401
H -3.8442 -0.0152 -1.6669 0.02 0.01 0.00 0.520
H -2.2943 -0.1919 -0.8243 0.06 -0.03 -0.04 -1.024
H -3.0881 -1.5962 -1.5142 -0.01 -0.06 0.01 0.698
H 2.5866 2.2461 -2.3467 -0.01 -0.02 -0.01 0.063
H 3.0366 3.7948 -1.6496 -0.02 0.01 0.01 0.439
H 2.9511 3.6122 -3.4030 0.00 0.01 0.01 0.537
H 1.7032 5.7728 -2.8635 0.01 0.01 -0.01 0.376
C -0.7745 -4.3558 4.6722 0.01 -0.10 0.01 -1.221
Si -1.4775 -2.6251 4.5610 0.02 -0.03 -0.02 0.218
C -3.3333 -2.7935 4.3985 -0.13 0.01 -0.05 -1.144
C -1.0628 -1.6470 6.0975 0.05 0.08 0.12 -1.128
C -0.7430 -1.8127 3.0498 0.22 0.21 -0.17 2.247
H -1.1707 -4.8885 5.5414 0.01 -0.03 0.00 0.408
H 0.3154 -4.3454 4.7375 0.02 0.01 0.00 0.294
H -1.0445 -4.9122 3.7714 0.01 -0.02 -0.01 0.298
H -3.7151 -3.4978 5.1430 -0.02 0.00 0.01 0.415
H -3.5658 -3.1804 3.4028 -0.02 -0.02 0.00 0.291
H -3.8482 -1.8406 4.5297 0.00 0.02 0.00 0.289
H -1.7116 -1.9188 6.9345 0.01 -0.02 0.02 0.399
H -1.1832 -0.5788 5.9007 -0.02 0.02 0.01 0.288
H -0.0256 -1.8161 6.3966 0.02 0.03 0.01 0.278
H -1.1621 -2.3896 2.2232 -0.03 0.00 0.03 -1.566
H 0.3264 -2.0296 3.1072 -0.02 -0.03 -0.02 -0.774
```
Forces are in eV/Å.

For the largest force on an atom, the calculation gives 1.0 eV/Å. As for the relative energy (zero: lowest compared OMol25 entry of this formula, charge and spin): 0.0 kJ/mol. The value obtained for the HOMO energy is -1.004 eV. The LUMO energy comes out at 3.886 eV. Its orbital gap is 4.89 eV. The calculation puts the calculated total energy at -436762.031 eV. Its net charge is -2.